Record 1
The following is a quantum chemistry calculation of a molecular structure, C51H43N5O12SW, from the OMol25 dataset.

Each line ends with the Löwdin charge.
Cartesian coordinates (Å):
W1 -0.1935 -2.4679 -1.3076  1.8448
C1 2.7684 5.2634 10.0009  -0.0783
O1 3.6303 4.2981 9.4238  -0.0762
C2 3.1786 3.6156 8.3432  -0.2797
C3 4.0590 2.6775 7.8048  0.0044
C4 3.6848 1.9331 6.7071  -0.0251
C5 2.4307 2.1021 6.1176  -0.1574
C6 1.5636 3.0400 6.6615  -0.0134
C7 1.9250 3.7965 7.7659  -0.0068
C8 1.9987 1.3229 4.9527  -0.2590
N1 0.8276 1.4241 4.3702  0.1956
C9 0.8690 0.5259 3.3326  -0.1710
C10 2.0714 -0.1232 3.2901  -0.1296
N2 2.7958 0.3922 4.3375  0.1921
C11 2.3905 -1.1052 2.3094  -0.0664
C12 3.6016 -1.7970 2.2239  0.0133
C13 3.7896 -2.6669 1.1840  -0.0075
C14 2.7646 -2.8624 0.2550  -0.0649
N3 1.5834 -2.2604 0.3496  0.0719
C15 1.4057 -1.3669 1.3424  -0.1208
C16 0.1340 -0.6869 1.3616  -0.1122
N4 -0.7523 -1.0182 0.3803  0.0450
C17 -1.9679 -0.4853 0.5025  -0.0989
C18 -2.3361 0.4287 1.4885  -0.0215
C19 -1.4201 0.8262 2.4230  0.0226
C20 -0.1547 0.2381 2.3743  -0.0674
H1 3.3124 5.6891 10.8389  0.0930
H2 1.8464 4.8023 10.3632  0.0960
H3 2.5256 6.0541 9.2870  0.0957
H4 5.0290 2.5513 8.2653  0.1220
H5 4.3931 1.2136 6.3148  0.1048
H6 0.5917 3.1727 6.2060  0.1139
H7 1.2269 4.5180 8.1627  0.1036
H8 3.7361 0.1544 4.5951  0.1458
H9 4.3850 -1.6277 2.9525  0.1187
H10 4.7152 -3.2090 1.0566  0.1196
H11 2.9064 -3.5146 -0.5914  0.1238
H12 -2.6817 -0.7738 -0.2435  0.0799
H13 -3.3442 0.8190 1.4795  0.1130
H14 -1.6426 1.5534 3.1915  0.1225
C21 -6.9540 -1.2594 -1.3581  -0.0656
O2 -6.7198 -2.1536 -2.4348  -0.0614
C22 -5.4519 -2.5534 -2.6598  -0.2657
C23 -5.3020 -3.5298 -3.6677  0.0052
C24 -4.0549 -3.9884 -3.9685  -0.0067
C25 -2.9041 -3.5140 -3.2957  -0.0949
C26 -1.5806 -3.9613 -3.6039  -0.3131
C27 -1.2449 -4.9287 -4.6992  0.0348
O3 -0.5948 -3.5341 -2.9549  -0.1147
C28 -3.0709 -2.5525 -2.2821  -0.2551
O4 -2.0541 -2.0343 -1.6187  -0.2709
C29 -4.3556 -2.0653 -1.9816  0.0741
H15 -8.0320 -1.1519 -1.2868  0.0951
H16 -6.5031 -0.2834 -1.5541  0.0942
H17 -6.5630 -1.6657 -0.4229  0.0998
H18 -6.1824 -3.8990 -4.1732  0.1218
H19 -3.9522 -4.7419 -4.7352  0.1085
H20 -2.1051 -5.2941 -5.2484  0.0685
H21 -0.7098 -5.7729 -4.2622  0.1055
H22 -0.5590 -4.4396 -5.3924  0.1003
H23 -4.4563 -1.3108 -1.2171  0.1037
O5 0.9126 -8.1611 0.9690  0.1535
C30 0.6899 -7.0863 0.4896  -0.2356
C31 1.5747 -6.3439 -0.5308  -0.2724
O6 2.6186 -6.7363 -0.9957  0.1205
C32 0.8747 -5.0781 -0.7612  -0.2844
C33 -0.2681 -4.9850 -0.0009  -0.2598
O7 -0.9300 -3.8579 -0.0487  -0.1454
C34 -0.5119 -6.1764 0.8058  -0.2769
O8 -1.4172 -6.4244 1.5651  0.1201
O9 1.2343 -4.0686 -1.4996  -0.1714
C35 -0.9011 6.0894 -2.5920  -0.0493
C36 -1.2223 4.6397 -2.3430  -0.2319
C37 -2.5429 4.2472 -2.1674  -0.0584
C38 -2.8594 2.9086 -1.9836  -0.0824
C39 -1.8521 1.9643 -1.9221  -0.0263
C40 -0.5170 2.3467 -2.0692  -0.2113
N5 0.4782 1.3521 -2.0313  0.1117
C41 1.5885 1.3817 -1.1982  -0.2009
C42 1.7670 2.4088 -0.2671  -0.0412
C43 2.9430 2.5184 0.4585  -0.0810
C44 3.9789 1.6184 0.2642  -0.0938
C45 3.7918 0.5711 -0.6273  -0.0343
C46 2.6039 0.4101 -1.3249  -0.0729
C47 2.4744 -0.8304 -2.1819  -0.5517
O10 3.4119 -1.2364 -2.8299  0.1008
O11 1.3091 -1.4330 -2.1429  -0.2408
C48 -0.1963 3.6841 -2.3309  -0.1772
C49 1.2112 4.1035 -2.6572  -0.0350
H24 -1.7740 6.7140 -2.4075  0.0746
H25 -0.5857 6.2543 -3.6252  0.0843
H26 -0.0893 6.4395 -1.9528  0.0808
H27 -3.3263 4.9952 -2.1865  0.1051
H28 -3.8931 2.6033 -1.8716  0.0981
H29 -2.0777 0.9161 -1.7838  0.0901
H30 0.1874 0.4386 -2.3583  0.0741
H31 0.9751 3.1334 -0.1241  0.1152
H32 3.0485 3.3270 1.1722  0.1047
H33 4.9122 1.7234 0.8024  0.0973
H34 4.5762 -0.1555 -0.8004  0.1197
H35 1.8556 3.2451 -2.8315  0.0802
H36 1.6609 4.6971 -1.8573  0.0888
H37 1.2173 4.7223 -3.5567  0.0829
C50 0.0971 0.7332 -5.4864  -0.2370
S1 -0.7624 -0.7770 -5.0662  0.8822
C51 -2.3855 -0.2979 -5.6537  -0.2361
O12 -0.8849 -0.7709 -3.5756  -0.5658
H38 0.0766 0.8724 -6.5662  0.0586
H39 1.1244 0.6224 -5.1430  0.0593
H40 -0.3868 1.5610 -4.9649  0.0575
H41 -2.3495 -0.0936 -6.7227  0.0577
H42 -2.6939 0.5836 -5.0901  0.0612
H43 -3.0634 -1.1263 -5.4524  0.0447

* energy above the lowest of the compared OMol25 structures with the same formula, charge and spin: 3.4 kcal per mole
* charge: 0
* M: 1133.84 Da

---

Record 2
The following is a quantum chemistry calculation of a molecular structure, C51H44BrClN3O8PSTi, from the OMol25 dataset.

Each line ends with the Löwdin charge.
Cartesian coordinates (Å):
Ti1 -0.9541 -1.2858 1.2179  1.1011
O1 0.1891 -2.7233 1.7370  -0.2568
C1 -0.0129 -3.9628 2.1786  -0.3568
C2 0.9134 -4.9688 1.9249  -0.0686
C3 0.6856 -6.2898 2.3019  -0.1334
C4 -0.4992 -6.6289 2.9587  -0.1520
C5 -1.4183 -5.6402 3.2507  -0.0812
C6 -1.2004 -4.2912 2.8947  -0.1763
C7 -2.0969 -3.2679 3.2764  -0.1395
N1 -1.8491 -1.9574 3.1131  -0.0958
C8 -2.8169 -1.0911 3.7470  -0.2431
C9 -2.5729 0.2885 3.1676  -0.2301
N2 -2.4475 0.0669 1.7472  -0.1284
C10 -3.5753 0.2290 1.0293  -0.1276
C11 -3.8774 -0.4488 -0.1717  -0.1783
C12 -4.9156 -0.0073 -1.0299  -0.0816
C13 -5.2008 -0.6503 -2.2173  -0.1495
C14 -4.4699 -1.7828 -2.5898  -0.1299
C15 -3.4749 -2.2674 -1.7426  -0.0355
C16 -3.1724 -1.6360 -0.5487  -0.3165
O2 -2.2377 -2.1337 0.2696  -0.1931
H1 1.8225 -4.7036 1.3983  0.0867
H2 1.4227 -7.0488 2.0663  0.0774
H3 -0.6923 -7.6571 3.2450  0.0755
H4 -2.3298 -5.8854 3.7880  0.0917
H5 -3.0198 -3.5672 3.7783  0.1019
H6 -2.6968 -1.0974 4.8410  0.1072
H7 -3.8505 -1.4034 3.5188  0.1109
H8 -1.6361 0.6750 3.5759  0.1000
H9 -3.3825 0.9901 3.4079  0.1114
H10 -4.3153 0.9350 1.4106  0.1075
H11 -5.4718 0.8791 -0.7383  0.0962
H12 -5.9883 -0.2735 -2.8612  0.0786
H13 -4.6678 -2.2834 -3.5297  0.0790
H14 -2.9009 -3.1475 -2.0077  0.0981
Cl1 -0.2571 -4.2238 -0.9653  0.8380
C17 1.0171 -4.1713 -2.1319  -0.6233
C18 1.0356 -5.1615 -3.1066  -0.1173
C19 2.0064 -5.1493 -4.0935  -0.1076
C20 2.9464 -4.1294 -4.1014  -0.1044
C21 2.9206 -3.1598 -3.1087  -0.0859
C22 1.9774 -3.1645 -2.0803  -0.3514
P1 1.8958 -1.9299 -0.6663  1.1689
C23 3.2014 -2.6530 0.4372  -0.3739
C24 3.3773 -1.9818 1.6498  -0.0781
C25 4.3470 -2.3918 2.5498  -0.0743
C26 5.1508 -3.4891 2.2639  -0.1112
C27 4.9665 -4.1781 1.0749  -0.1072
C28 3.9963 -3.7634 0.1686  -0.1103
C29 2.9695 -0.5389 -1.3178  -0.3112
C30 4.3678 -0.5646 -1.3298  -0.0991
C31 5.1088 0.5091 -1.7968  -0.1011
C32 4.4674 1.6451 -2.2703  -0.1063
C33 3.0839 1.7039 -2.2380  -0.0783
C34 2.3485 0.6334 -1.7410  -0.0594
H15 0.2740 -5.9292 -3.0843  0.0946
H16 2.0149 -5.9188 -4.8563  0.0915
H17 3.6982 -4.0812 -4.8802  0.0908
H18 3.6498 -2.3710 -3.1545  0.0917
H19 2.7514 -1.1277 1.8834  0.0845
H20 4.4654 -1.8570 3.4841  0.1003
H21 5.9110 -3.8110 2.9663  0.0869
H22 5.5775 -5.0441 0.8469  0.0896
H23 3.8593 -4.3243 -0.7480  0.0978
H24 4.8936 -1.4305 -0.9452  0.0983
H25 6.1916 0.4568 -1.7866  0.0915
H26 5.0427 2.4829 -2.6463  0.0909
H27 2.5698 2.5762 -2.6169  0.0847
H28 1.2718 0.7128 -1.6907  0.0860
Br1 -2.9312 4.2799 0.4216  0.8262
C35 -1.6073 3.7507 1.6823  -0.6303
C36 -1.4581 4.5182 2.8259  -0.1536
C37 -0.4724 4.1720 3.7402  -0.0894
C38 0.3293 3.0653 3.5076  -0.0305
C39 0.1350 2.2823 2.3763  -0.1215
C40 -0.8343 2.6288 1.4415  -0.0594
C41 0.9904 1.0452 2.2163  -0.5618
O3 2.1894 1.1519 2.4478  0.0463
O4 0.3987 -0.0420 1.8854  -0.1213
H29 -2.0982 5.3742 2.9906  0.0870
H30 -0.3376 4.7685 4.6347  0.0937
H31 1.1070 2.7819 4.2049  0.1151
H32 -0.9772 2.0088 0.5678  0.0828
C42 0.0219 7.8739 1.0585  -0.0530
C43 -0.2062 6.9417 -0.0999  -0.2812
C44 0.5053 5.7553 -0.2159  -0.0340
C45 0.2646 4.8805 -1.2670  -0.0548
C46 -0.7034 5.1980 -2.2045  -0.3046
C47 -1.4271 6.3812 -2.1079  -0.0785
C48 -1.1654 7.2482 -1.0654  -0.0596
S1 -1.0725 4.0876 -3.5233  0.6213
O5 0.1265 3.3389 -3.7877  -0.2926
O6 -1.6801 4.8384 -4.5944  -0.3184
N3 -2.2651 3.1698 -2.8906  -0.1289
C49 -1.9022 2.0754 -1.9605  -0.2407
C50 -1.5219 0.7798 -2.6630  -0.0690
C51 -0.9041 -0.2873 -1.7543  -0.6551
O7 -0.4567 -1.2972 -2.2900  -0.0065
O8 -0.9204 -0.0228 -0.4969  -0.1392
H33 0.8017 7.4977 1.7186  0.0736
H34 -0.8926 7.9788 1.6450  0.0777
H35 0.3083 8.8701 0.7131  0.0750
H36 1.2474 5.4986 0.5309  0.1208
H37 0.8249 3.9615 -1.3594  0.1077
H38 -2.1692 6.6015 -2.8632  0.1112
H39 -1.7192 8.1774 -0.9871  0.1114
H40 -2.8883 2.8848 -3.6371  0.1131
H41 -2.7492 1.9175 -1.2956  0.0781
H42 -1.0748 2.4292 -1.3468  0.0810
H43 -0.8008 0.9819 -3.4576  0.1094
H44 -2.4028 0.3156 -3.1171  0.1175

* energy above the lowest of the compared OMol25 structures with the same formula, charge and spin: 28.6 kcal per mole
* <S²>: 2.050
* 2S+1: 3
* charge: -2
* M: 1053.19 Da